1.
{
  "formula": "C6H15N",
  "method": "ωB97M-V/def2-TZVPD",
  "species": ["H", "H", "H", "H", "H", "C", "H", "H", "C", "C", "H", "H", "H", "H", "H", "H", "C", "H", "N", "C", "C", "H"],
  "xyz": [[-0.45223, -3.34454, 1.00999], [0.95006, -1.27998, 1.11669], [0.35984, 0.04317, -2.50677], [-0.25878, -1.58286, -2.04883], [0.17282, 1.46335, 1.79299], [0.99531, 0.82986, -0.09880], [-0.05837, -3.00401, -0.58441], [-1.34243, 2.75612, -0.46172], [0.40721, -0.77303, -1.78011], [0.40350, 1.90355, 0.82373], [1.47309, -1.01376, -1.75918], [-1.57583, 1.39431, 0.62702], [1.09898, 2.74065, 0.81853], [-1.64674, -2.52661, 0.11940], [-0.71323, -0.68819, 1.35165], [1.37631, 1.31545, -1.01128], [-0.56280, -2.54639, 0.26333], [1.91935, 0.38678, 0.29334], [0.01168, -0.19844, -0.48002], [-1.07283, 2.36410, 0.51453], [-0.03403, -1.17471, 0.65458], [-1.45088, 2.93519, 1.34536]],
  "forces_ev_per_angstrom": [[0.254, 0.627, 0.456], [0.184, 0.030, 0.060], [-0.394, -0.193, -0.085], [0.231, -0.073, -0.244], [1.115, 0.197, 0.469], [-0.670, 0.664, -1.023], [-0.091, 0.345, -0.279], [0.307, 0.264, -0.009], [0.169, 1.193, 0.765], [-1.174, 0.180, -0.506], [0.130, -0.828, -0.131], [-0.458, 0.312, -0.425], [0.045, 0.009, 0.618], [0.119, 0.133, -0.510], [0.088, -0.306, 0.489], [-0.496, 0.059, 0.017], [-0.574, -0.755, 0.436], [-0.096, -0.119, 0.502], [0.951, -0.568, 0.210], [0.740, -1.985, 0.068], [-0.399, 0.085, -0.931], [0.019, 0.728, 0.056]],
  "smiles": "CCCN(C)CC",
  "e_homo_ev": -8.5,
  "e_above_lowest_kj_mol": 140.7,
  "max_force_ev_per_a": 2.1
}

---

2.
{
  "formula": "C3H35NO14",
  "method": "ωB97M-V/def2-TZVPD",
  "species": ["H", "O", "H", "H", "H", "H", "C", "O", "H", "H", "H", "H", "H", "O", "H", "O", "H", "H", "H", "O", "N", "H", "H", "H", "O", "H", "H", "H", "H", "O", "C", "H", "H", "H", "O", "H", "H", "O", "H", "O", "H", "O", "O", "H", "H", "H", "H", "H", "C", "H", "H", "O", "O"],
  "xyz": [[-3.53636, 1.80435, 0.98334], [-1.71156, 1.70629, -1.27246], [3.89512, 1.43376, 0.62064], [0.45053, -3.10206, 3.22623], [-4.53733, 0.87965, 0.28155], [0.83298, 3.70665, 2.23728], [-1.42212, 0.01013, 1.60547], [0.33677, 3.89873, -0.23817], [0.43497, 0.90477, -4.43262], [4.27584, 2.43734, -0.19830], [0.78443, 4.74233, -0.29240], [0.68261, -2.29191, -2.47228], [-0.95980, 1.98788, -0.73964], [4.25025, 2.34290, 0.75046], [-1.86358, -2.22940, -2.24658], [-1.88544, 1.29033, 1.31207], [-0.38958, 0.24029, 2.21963], [-0.38155, -2.47570, 2.04127], [3.77056, 0.09409, -1.50182], [-0.92718, -2.56121, -2.36017], [0.31769, -0.48050, -0.20738], [0.71556, 0.49496, -0.25366], [3.79988, -2.61089, 0.60602], [-3.44631, -1.26334, -3.18022], [0.12323, 3.08920, 2.41066], [-1.59497, 2.00757, 1.87776], [-1.80393, -0.56359, -0.57954], [2.92428, 1.28040, -2.23851], [2.83403, -2.14422, 2.95046], [1.71781, -2.16268, -2.79486], [-2.22681, -0.82733, 2.55718], [-2.39302, -1.87729, 2.53899], [-0.05115, 2.97898, 3.34158], [-2.02900, -0.40834, 3.56696], [-4.29334, 1.83223, 0.37522], [-0.77192, -3.29132, -1.76041], [-2.52899, 1.96652, -0.85653], [-0.45044, -2.93899, 2.88531], [0.14553, -0.65570, -1.17712], [1.29697, 0.96823, -4.03649], [-0.19513, 3.96660, 0.55195], [2.21939, -2.12019, 2.23029], [4.16034, -2.04506, -0.10315], [-3.02957, -0.81640, -1.62978], [1.60775, 0.05731, -4.07251], [1.63931, -1.36501, 2.22346], [3.39297, -1.78599, -0.65164], [-1.02421, -1.75395, 0.53429], [-1.05975, -0.64937, 0.25667], [1.41605, -2.60966, -3.61022], [-3.32940, -0.48196, 2.39737], [3.21416, 0.87248, -1.43569], [-3.39658, -1.48194, -2.23997]],
  "forces_ev_per_angstrom": [[-0.070, -0.271, -0.135], [0.495, -0.296, -1.447], [0.101, 0.443, 1.140], [-0.543, 0.212, -0.797], [0.201, 1.190, 0.125], [0.413, -0.007, 0.432], [4.441, 0.000, 0.380], [0.136, -0.130, -0.190], [-0.640, 0.256, -0.158], [0.341, 1.093, -0.801], [0.188, 0.232, -0.255], [3.280, 1.240, -0.138], [-0.425, 0.201, -0.006], [-0.494, -1.436, -0.163], [0.695, -0.513, -0.057], [-1.393, 0.874, 0.226], [-1.793, -0.974, -1.753], [0.494, -0.283, 0.269], [-0.045, 0.114, -0.853], [-0.439, 0.176, -0.107], [0.200, 1.799, -0.321], [-0.914, -1.032, 0.496], [-0.067, 0.623, -0.582], [0.198, 0.815, 0.573], [-0.788, -0.491, -0.550], [0.617, -0.284, 0.392], [0.609, 0.494, 1.353], [-0.041, -0.336, -1.099], [0.216, 0.654, 0.679], [-4.261, -0.994, 0.109], [-4.160, 3.162, 0.854], [1.017, -0.743, -0.228], [0.427, 0.398, 0.486], [-0.075, -0.931, -0.364], [-0.592, -0.983, -0.285], [-0.393, -0.257, 0.255], [-0.285, 0.292, 0.523], [0.307, -0.375, 0.604], [0.964, -0.389, -0.973], [0.554, -0.141, 0.095], [-0.400, -0.073, 0.279], [-0.115, -1.288, -0.912], [-0.382, -0.042, -0.153], [-0.451, 0.401, -1.238], [0.181, -0.192, 0.281], [0.160, 0.662, 0.253], [0.260, -0.532, 0.564], [-0.648, 0.933, -0.599], [0.202, -2.385, 1.591], [1.320, 0.129, -0.264], [1.403, -0.280, 0.145], [0.017, 0.159, 1.811], [-0.024, -0.894, 0.514]],
  "e_homo_ev": -9.6,
  "e_above_lowest_kj_mol": 572.1,
  "max_force_ev_per_a": 5.3
}

---

3.
{
  "formula": "C34H53BIN6PdS",
  "method": "ωB97M-V/def2-TZVPD",
  "species": ["C", "H", "H", "N", "H", "H", "H", "Pd", "I", "H", "C", "C", "C", "H", "B", "C", "H", "H", "C", "N", "H", "H", "H", "H", "C", "C", "H", "H", "C", "C", "H", "N", "C", "H", "H", "C", "C", "N", "C", "N", "H", "H", "C", "H", "C", "H", "H", "H", "C", "H", "H", "H", "N", "H", "C", "H", "C", "H", "C", "C", "H", "H", "H", "H", "C", "H", "C", "H", "C", "H", "C", "H", "H", "H", "H", "H", "C", "H", "C", "C", "H", "C", "H", "H", "C", "H", "H", "C", "C", "H", "C", "H", "H", "S", "H", "H", "C"],
  "xyz": [[3.98829, 0.86635, 2.44671], [1.84809, -5.30507, 2.08444], [-1.25940, 2.00298, 3.21729], [1.85358, -0.21827, 1.53060], [-3.71582, -2.03476, -1.25729], [3.68386, -4.30488, -0.12070], [-1.14515, 0.62430, -4.33107], [-0.38419, 0.01602, -0.16820], [-2.89418, 4.21190, 2.06668], [-0.77262, -0.75249, -3.27400], [5.13978, -1.27536, -1.54852], [1.58620, 1.14836, 3.25549], [4.52491, 1.29170, 1.07947], [-4.10359, -3.71171, 0.57210], [2.36075, -1.31655, 0.50358], [-0.95227, 0.81882, 4.96549], [3.99467, 2.17861, 0.72971], [-1.90456, -0.97284, 3.01623], [-0.10130, 5.34770, -3.83967], [1.53788, -0.32722, -1.62969], [1.08980, -0.38321, -4.79939], [5.59082, 1.52380, 1.14067], [3.36962, -1.77846, 0.91771], [4.07237, 1.73676, 3.10345], [-2.12468, 0.08877, 2.87243], [3.24686, -0.49116, -3.03781], [6.61987, -2.19310, -0.31183], [-0.65795, 0.90846, -2.66141], [-2.68042, -1.92800, -0.92911], [-1.01069, 0.95776, 3.44271], [5.12858, -3.04189, -2.80812], [2.61895, -0.78644, -0.94342], [3.68173, -0.91098, -1.79552], [-3.14504, 3.89349, -3.98245], [0.51183, 6.08314, -4.34590], [-0.01986, -4.20285, 0.75928], [3.25707, -5.08636, 0.50682], [0.51322, -0.15188, 1.81309], [1.24446, -3.68734, 0.96837], [1.27139, -2.43894, 0.44401], [-2.08104, -1.63159, -1.78851], [4.66800, -1.20138, 2.59298], [-0.37945, 3.76059, -2.03828], [6.72699, -2.31552, -2.58907], [3.18867, -3.76787, 2.67130], [-2.65514, -1.12293, -0.18507], [5.56381, -1.57430, -3.68302], [1.79621, 1.84205, 4.05259], [2.36497, -4.47610, 1.59272], [0.72466, 2.01627, -5.30101], [2.40054, 1.71645, -4.81048], [4.38019, 0.51880, 0.33012], [0.05381, -2.15071, -0.08216], [-2.28974, 2.76605, -1.99656], [-1.37324, 5.05320, -4.31457], [4.07407, -5.65961, 0.95108], [-1.65821, 3.47795, -2.50753], [-0.73130, -0.21303, 5.25203], [-2.18356, -3.23496, -0.32037], [2.51429, 0.57671, 2.40581], [3.63059, -4.50853, 3.34111], [-0.76061, 2.16040, 1.16828], [-0.18504, 1.46348, 5.39530], [-0.36311, -5.18203, 1.05082], [0.33966, 0.65872, 2.85115], [-3.06554, 0.33315, 3.36615], [-0.73559, -3.19721, 0.09520], [5.67772, -0.31946, -1.55091], [0.38849, 4.71325, -2.71252], [-2.28475, -4.02053, -1.07836], [4.79064, -0.25467, 3.11182], [1.26231, 2.44534, -3.67572], [-2.99169, -2.85543, 1.64976], [5.03835, -2.95180, -0.15824], [5.85428, -0.00583, 3.13075], [1.37917, 4.94921, -2.34195], [-3.05860, -3.62184, 0.87524], [-1.76128, 5.55286, -5.19276], [1.89966, -0.14527, -2.88393], [1.36340, 1.70781, -4.47045], [-1.81224, 2.14790, -0.22667], [5.54641, -1.99565, -0.26634], [5.35859, -1.40553, 0.62280], [2.67808, -5.74762, -0.13901], [-2.14464, 4.12225, -3.63654], [2.57507, -3.08825, 3.26429], [-1.91097, 1.10381, 5.40044], [0.96623, 0.31964, -3.96671], [5.66787, -2.09530, -2.73414], [-2.74548, -4.57077, 1.31101], [-0.49143, 0.26838, -3.53280], [4.45244, -0.39809, 4.13922], [4.00255, -3.19424, 2.23496], [0.39684, 3.00649, -0.64919], [3.82241, -0.43437, -3.94558], [-2.26481, 0.27048, 1.80574], [-0.79523, 1.93422, 0.10685]],
  "forces_ev_per_angstrom": [[0.016, -0.021, -0.052], [-0.009, 0.005, 0.003], [-0.007, -0.013, 0.002], [0.085, -0.021, 0.012], [-0.001, 0.005, 0.003], [-0.024, -0.022, 0.006], [0.000, 0.001, 0.000], [0.070, -0.258, 0.146], [-0.052, -0.026, 0.015], [-0.035, -0.007, 0.016], [0.016, -0.023, 0.046], [-0.032, -0.064, 0.019], [0.009, -0.006, 0.051], [-0.004, 0.001, 0.000], [-0.036, 0.021, 0.051], [0.009, 0.015, -0.008], [0.000, 0.002, -0.014], [0.000, -0.014, -0.013], [-0.002, 0.019, 0.005], [-0.026, 0.254, 0.001], [0.007, 0.001, 0.007], [0.005, 0.000, 0.001], [-0.039, -0.001, 0.001], [-0.011, 0.006, 0.000], [0.051, 0.020, -0.016], [-0.012, -0.037, -0.020], [0.008, 0.001, -0.005], [-0.013, 0.002, -0.018], [0.048, -0.016, 0.020], [0.018, -0.011, -0.010], [-0.004, -0.007, -0.001], [-0.036, -0.112, 0.023], [-0.005, 0.095, -0.028], [-0.007, -0.004, 0.005], [0.006, 0.001, -0.003], [0.043, 0.019, -0.040], [-0.029, -0.012, 0.015], [-0.150, 0.060, -0.119], [-0.084, -0.058, 0.031], [0.051, -0.024, 0.051], [0.016, 0.017, -0.028], [0.002, -0.038, -0.042], [-0.060, 0.006, -0.005], [0.009, -0.002, 0.003], [-0.027, 0.002, -0.019], [-0.005, 0.004, -0.013], [-0.005, -0.003, -0.006], [0.006, -0.003, 0.005], [0.046, 0.013, -0.038], [-0.009, 0.010, 0.003], [0.004, 0.004, -0.010], [0.019, -0.020, -0.010], [-0.169, 0.052, -0.079], [-0.011, 0.009, 0.002], [0.007, -0.003, 0.011], [0.011, 0.001, -0.001], [0.022, 0.013, -0.001], [0.002, -0.010, 0.008], [0.007, 0.040, 0.039], [-0.057, 0.083, 0.004], [-0.004, -0.007, 0.002], [-0.034, -0.018, 0.003], [0.001, -0.002, 0.016], [0.000, -0.008, 0.001], [0.028, 0.011, 0.006], [0.003, 0.014, 0.004], [0.009, 0.016, 0.057], [0.008, -0.003, 0.001], [-0.001, -0.006, -0.001], [0.020, 0.003, -0.001], [-0.005, 0.033, -0.024], [0.000, -0.009, 0.008], [0.001, 0.006, 0.013], [0.024, 0.030, 0.001], [0.002, 0.001, -0.001], [0.011, 0.007, -0.003], [0.007, -0.005, -0.017], [0.000, 0.000, -0.002], [0.006, -0.056, 0.034], [0.012, -0.009, 0.009], [-0.014, -0.075, -0.008], [0.015, 0.032, -0.022], [0.001, 0.008, 0.038], [0.005, -0.006, -0.005], [0.000, -0.008, -0.009], [0.006, 0.008, 0.008], [-0.003, 0.007, -0.003], [-0.025, 0.005, 0.004], [-0.008, 0.019, 0.008], [-0.006, -0.005, 0.009], [0.010, 0.012, 0.016], [0.003, -0.011, 0.003], [0.014, 0.018, -0.001], [0.057, 0.062, -0.060], [0.000, -0.003, -0.010], [-0.016, -0.009, -0.013], [0.242, 0.005, -0.070]],
  "e_homo_ev": [-3.9, -3.9],
  "charge": -1,
  "e_above_lowest_kj_mol": 113.0,
  "max_force_ev_per_a": 0.3
}